Below is a 5-piece molecular cluster, C24H45Cl2O4S overall at a distorted geometry, with properties calculated with ωB97M-V/def2-TZVPD.

Calculated values
Maximum force ... 1.20 eV/Å
Charge ... +1
DFT total energy ... -2560.60950 Ha
Kohn-Sham gap ... 8.50 eV

Element x y z (Å)
C 0.187 -4.645 -0.338
C 0.037 -3.513 -0.692
C -0.149 -2.115 -1.050
S -0.342 -1.132 0.483
C 0.957 0.097 0.354
C 2.311 -0.673 0.265
C -1.953 -0.285 0.330
Cl -1.938 0.923 -0.964
C -3.081 -1.286 0.071
C -4.440 -0.620 0.309
Cl -2.927 -2.704 1.152
H 0.280 -5.599 0.130
H 0.703 -1.712 -1.594
H -1.029 -1.971 -1.677
H 0.967 0.705 1.256
H 0.838 0.710 -0.537
H 3.090 -0.140 0.796
H 2.619 -0.782 -0.772
H 2.187 -1.678 0.676
H -2.129 0.188 1.296
H -3.061 -1.663 -0.949
H -4.401 -0.051 1.239
H -4.684 0.062 -0.503
H -5.217 -1.377 0.366
C 6.334 -2.033 -1.983
C 7.034 -0.680 -1.907
C 6.011 0.158 -1.157
O 5.312 -0.740 -0.282
C 5.631 -2.093 -0.635
H 7.012 -2.869 -2.142
H 5.600 -2.031 -2.793
H 7.951 -0.767 -1.322
H 7.292 -0.264 -2.880
H 5.285 0.609 -1.845
H 6.464 0.953 -0.564
H 6.288 -2.506 0.137
H 4.713 -2.684 -0.658
C -4.834 -2.366 4.648
C -6.133 -1.585 4.823
C -5.679 -0.419 5.689
O -4.314 -0.166 5.337
C -3.814 -1.241 4.548
H -4.829 -3.021 3.777
H -4.638 -2.974 5.533
H -6.485 -1.222 3.854
H -6.935 -2.163 5.280
H -5.722 -0.672 6.753
H -6.264 0.487 5.525
H -3.715 -0.891 3.511
H -2.825 -1.527 4.912
C 7.251 2.398 -6.060
C 7.831 3.312 -4.984
C 8.353 2.301 -3.973
O 8.736 1.142 -4.714
C 8.245 1.244 -6.055
H 7.159 2.871 -7.036
H 6.262 2.044 -5.758
H 8.657 3.895 -5.394
H 7.106 4.003 -4.556
H 7.569 2.013 -3.262
H 9.211 2.670 -3.410
H 9.090 1.445 -6.720
H 7.796 0.293 -6.345
C -8.039 2.410 2.640
C -7.630 3.566 1.732
C -6.445 2.970 0.986
O -6.698 1.563 0.883
C -7.792 1.209 1.740
H -9.068 2.469 2.989
H -7.384 2.369 3.513
H -8.436 3.798 1.034
H -7.373 4.477 2.270
H -5.513 3.116 1.543
H -6.321 3.385 -0.014
H -8.665 0.993 1.116
H -7.533 0.306 2.296